{
  "formula": "C41H94N5O10",
  "method": "ωB97M-V with the def2-TZVPD basis set",
  "charge": 3,
  "gap_ev": 9.572,
  "relative_energy_kcal_mol": 0.0,
  "homo_ev": -14.940,
  "spin_multiplicity": 1,
  "species": ["C", "O", "C", "C", "N", "H", "H", "C", "C", "O", "C", "H", "H", "H", "H", "H", "H", "H", "H", "H", "H", "H", "H", "H", "H", "C", "O", "C", "C", "N", "H", "H", "C", "C", "O", "C", "H", "H", "H", "H", "H", "H", "H", "H", "H", "H", "H", "H", "H", "H", "C", "C", "C", "C", "N", "C", "C", "C", "C", "C", "H", "H", "H", "H", "H", "H", "H", "H", "H", "H", "H", "H", "H", "H", "H", "H", "H", "H", "H", "H", "C", "C", "C", "C", "N", "C", "C", "C", "C", "C", "H", "H", "H", "H", "H", "H", "H", "H", "H", "H", "H", "H", "H", "H", "H", "H", "H", "H", "H", "H", "C", "C", "C", "C", "N", "C", "C", "C", "C", "C", "H", "H", "H", "H", "H", "H", "H", "H", "H", "H", "H", "H", "H", "H", "H", "H", "H", "H", "H", "H", "O", "C", "O", "O", "H", "O", "C", "O", "O", "H"],
  "positions_angstrom": [[0.8178, -8.2356, 0.8787], [1.2284, -7.0146, 1.6197], [2.5923, -7.0304, 1.9410], [3.1356, -5.5803, 2.1310], [2.0633, -4.7790, 2.7650], [2.1662, -3.7719, 2.6071], [1.1918, -5.1102, 2.3554], [2.0498, -4.9324, 4.2657], [0.7186, -4.3568, 4.7678], [-0.1921, -4.8574, 3.9145], [-1.1082, -5.8188, 4.5254], [1.6542, -8.4819, 0.2206], [-0.1622, -8.0186, 0.3137], [0.6651, -9.1244, 1.5144], [3.1554, -7.4329, 1.1010], [2.7680, -7.6295, 2.7969], [3.3706, -5.1047, 1.1911], [3.9393, -5.4973, 2.8149], [2.9225, -4.4664, 4.6791], [2.0862, -6.0011, 4.5562], [0.8099, -3.2785, 4.6672], [0.5460, -4.5434, 5.8922], [-1.8704, -5.4053, 5.1287], [-0.5600, -6.5371, 5.1565], [-1.5937, -6.2316, 3.6688], [-3.9869, 3.5034, -3.9259], [-3.8755, 2.8250, -2.6948], [-4.3820, 3.6000, -1.6151], [-4.0773, 2.9789, -0.2361], [-2.6003, 2.9773, 0.0461], [-2.4822, 2.5233, 0.9625], [-1.8227, 1.9287, -0.6429], [-1.9673, 4.3781, 0.1200], [-2.4737, 5.3648, 1.1870], [-3.7830, 5.6921, 0.8651], [-4.4754, 6.3373, 1.9064], [-4.7776, 3.1015, -4.5777], [-3.0650, 3.4349, -4.4391], [-4.2092, 4.6568, -3.8347], [-5.4732, 3.6351, -1.7144], [-3.9363, 4.6260, -1.5088], [-4.4477, 1.9989, -0.1407], [-4.4868, 3.6025, 0.5584], [-2.0657, 4.8923, -0.8258], [-0.8968, 4.1423, 0.2580], [-1.8638, 6.2474, 1.1884], [-2.3253, 4.9118, 2.1944], [-3.8774, 7.1875, 2.2705], [-4.5009, 5.7286, 2.8469], [-5.3476, 6.7955, 1.5333], [-5.2762, -2.8917, -0.7863], [-5.6447, -1.4878, -1.1684], [-5.3945, -1.2324, -2.6871], [-3.9122, -1.1873, -2.8632], [-3.5814, -1.0766, -4.3388], [-4.2737, -2.0266, -5.2323], [-3.2609, -2.2252, -6.4189], [-1.8528, -1.8301, -5.9274], [-2.1020, -1.3973, -4.4686], [-3.7734, 0.2937, -4.8262], [-5.5288, -3.2166, 0.1679], [-4.1983, -3.0087, -0.9266], [-5.7790, -3.6504, -1.3855], [-4.8501, -0.8329, -0.6650], [-6.6672, -1.1754, -1.0491], [-5.7436, -0.2648, -2.8961], [-5.9279, -2.0231, -3.2641], [-3.3275, -1.9470, -2.3639], [-3.4966, -0.3169, -2.3892], [-5.1983, -1.6229, -5.5124], [-4.5191, -2.9609, -4.8305], [-3.5691, -1.6165, -7.2698], [-3.4674, -3.2384, -6.7667], [-1.4728, -0.9817, -6.4849], [-1.1409, -2.6461, -5.9592], [-1.5706, -0.5984, -4.0487], [-1.8671, -2.3568, -3.8845], [-4.7883, 0.4865, -4.9989], [-3.3172, 0.4332, -5.8363], [-3.3906, 0.9467, -4.0752], [1.6121, 4.1603, 6.7260], [1.1223, 2.7643, 6.2798], [1.9862, 2.1599, 5.1432], [3.4185, 2.2848, 5.3697], [4.2570, 1.4114, 4.4709], [5.6862, 1.6111, 4.7968], [6.3214, 0.3371, 4.2679], [5.2547, -0.7854, 4.4986], [4.0683, 0.0063, 4.8317], [3.9969, 1.6539, 2.9869], [1.3330, 4.9340, 5.9783], [2.6965, 4.1428, 7.0143], [1.0578, 4.3295, 7.6677], [0.1077, 2.8370, 5.8490], [1.1053, 2.0577, 7.1604], [1.7223, 2.6639, 4.2288], [1.5311, 1.1598, 5.0860], [3.5668, 1.9808, 6.3867], [3.7622, 3.2762, 5.1250], [6.0169, 2.5719, 4.5053], [5.8273, 1.4987, 5.8645], [6.7255, 0.3940, 3.2584], [7.2238, 0.0566, 4.7977], [4.9495, -1.3579, 3.6123], [5.4511, -1.5405, 5.3143], [3.1934, -0.3715, 4.3478], [3.9045, -0.0281, 5.9491], [3.9159, 2.7717, 2.8770], [3.1066, 1.1411, 2.7377], [4.8430, 1.3330, 2.3936], [-0.4020, 3.5522, -5.5824], [-0.5696, 2.0862, -5.2627], [0.6761, 1.4068, -4.8007], [1.2822, 2.0411, -3.5568], [2.4910, 1.3656, -2.9210], [3.6468, 1.2701, -3.9026], [4.5918, 0.3399, -3.2498], [3.6497, -0.7023, -2.5094], [2.2751, -0.0652, -2.5969], [2.8537, 2.2880, -1.7281], [0.4897, 3.6256, -6.1839], [-0.2328, 4.1000, -4.6836], [-1.2756, 3.9722, -6.0695], [-0.7779, 1.5410, -6.1721], [-1.3474, 1.8368, -4.4975], [1.4530, 1.4797, -5.5959], [0.3988, 0.3910, -4.6569], [0.5416, 2.1291, -2.7835], [1.5616, 3.0873, -3.7339], [4.0160, 2.2841, -4.0729], [3.3475, 0.7912, -4.8065], [5.3082, 0.8779, -2.5855], [5.1559, -0.1769, -3.9914], [3.9679, -0.8251, -1.4364], [3.6035, -1.7233, -3.0102], [1.6936, -0.2584, -1.7234], [1.7073, -0.4405, -3.4908], [2.1753, 2.2592, -0.8710], [2.9082, 3.3142, -2.1437], [3.8200, 1.9624, -1.4069], [-0.1272, 1.1535, 0.5930], [-0.6672, 0.3477, -0.3588], [-0.5110, -0.8612, -0.4976], [-1.5836, 0.9704, -1.0407], [0.6085, 0.5697, 1.0486], [0.7227, -2.1535, 1.6012], [1.8071, -1.4153, 1.9324], [1.8679, -0.2211, 1.5630], [2.6554, -2.0737, 2.5846], [0.1516, -1.7588, 0.9768]]
}